Density functional theory data (ωB97M-V/def2-TZVPD) for a 8-piece molecular cluster, C38H61N2O31P overall in a non-equilibrium geometry.

The geometry in XYZ format:
```
133
Properties=species:S:1:pos:R:3:lowdin_charge:R:1
C 1.802 5.629 -0.048 -0.0956
C 1.433 6.409 -1.399 -0.2657
O 0.020 6.632 -1.595 -0.1880
C -0.302 6.864 -2.990 -0.1703
C -1.337 5.773 -3.594 -0.1792
O -2.328 5.344 -2.632 -0.1846
C -3.180 4.304 -3.220 -0.1431
C -3.789 3.316 -2.077 -0.1197
O -3.307 1.967 -2.288 -0.1531
C -2.853 1.319 -1.085 -0.0704
C -1.286 0.882 -1.216 -0.3097
O -0.896 -0.414 -0.718 -0.0248
N -1.649 -1.432 -1.246 0.0174
O -2.266 -1.869 -0.309 0.0702
O -0.527 1.766 -0.321 0.0387
C -0.653 3.033 -0.970 -0.3975
O -0.924 4.029 -0.292 0.1525
O -0.469 2.863 -2.380 -0.0005
C -0.649 1.413 -2.597 -0.1776
P 1.113 0.903 -3.061 0.7296
N 1.475 1.676 -4.422 -0.1656
O 1.318 -0.781 -3.279 -0.1951
O 2.176 1.384 -1.790 -0.1928
H 2.816 6.030 0.317 0.0765
H 1.937 4.493 -0.214 0.0654
H 1.037 5.761 0.793 0.0865
H 1.928 7.453 -1.319 0.1256
H 1.894 5.793 -2.265 0.1234
H 0.667 6.902 -3.622 0.1264
H -0.760 7.921 -3.086 0.1278
H -1.831 6.280 -4.499 0.1317
H -0.699 4.893 -3.993 0.1289
H -4.010 4.874 -3.780 0.1281
H -2.532 3.755 -3.980 0.1157
H -4.926 3.350 -2.226 0.1296
H -3.502 3.788 -1.080 0.1345
H -3.497 0.363 -0.968 0.1402
H -2.995 1.910 -0.122 0.1527
H -1.253 1.082 -3.498 0.1621
H 1.714 0.995 -5.156 -0.0110
H 2.299 -0.913 -3.208 0.0677
H 2.338 2.334 -2.007 0.0598
C -1.230 -1.224 3.025 -0.0104
C -2.183 -0.058 3.162 -0.3303
C -1.509 1.275 3.277 -0.0906
O -2.488 2.043 3.976 0.0656
C -3.202 1.160 4.732 -0.5414
O -3.982 1.476 5.584 0.1496
O -2.906 -0.127 4.393 0.0821
H -1.749 -2.170 3.205 0.0711
H -0.787 -1.248 2.029 0.0714
H -0.423 -1.166 3.760 0.0892
H -2.916 -0.076 2.347 0.1551
H -1.284 1.719 2.306 0.1311
H -0.597 1.252 3.882 0.1466
C -8.470 2.268 -6.465 -0.0206
C -7.267 2.860 -5.764 -0.3468
C -6.742 4.114 -6.395 -0.1051
O -5.377 4.102 -5.987 0.0498
C -5.036 2.791 -5.817 -0.5336
O -3.918 2.400 -5.655 0.1580
O -6.139 1.990 -5.860 0.0892
H -8.647 1.243 -6.130 0.0900
H -9.365 2.862 -6.268 0.0905
H -8.316 2.223 -7.547 0.0896
H -7.486 2.999 -4.699 0.1600
H -7.249 5.010 -6.037 0.1428
H -6.772 4.096 -7.489 0.1421
C -4.788 -6.429 3.745 -0.0188
C -3.593 -5.859 4.477 -0.3401
C -3.068 -4.582 3.896 -0.1131
O -1.705 -4.605 4.316 0.0555
C -1.363 -5.918 4.441 -0.5231
O -0.242 -6.311 4.599 0.1473
O -2.460 -6.722 4.360 0.0920
H -4.964 -7.467 4.041 0.0900
H -5.687 -5.845 3.955 0.0921
H -4.625 -6.435 2.663 0.0888
H -3.821 -5.758 5.544 0.1632
H -3.581 -3.701 4.282 0.1443
H -3.087 -4.561 2.801 0.1424
C -0.302 -4.265 -1.547 -0.0135
C -0.979 -5.488 -2.128 -0.3385
C -0.059 -6.648 -2.360 -0.1089
O -0.730 -7.355 -3.399 0.0619
C -1.445 -6.427 -4.099 -0.5377
O -1.981 -6.637 -5.147 0.1588
O -1.462 -5.229 -3.446 0.0891
H -0.946 -3.387 -1.640 0.0387
H -0.063 -4.418 -0.492 0.0956
H 0.624 -4.033 -2.081 0.0940
H -1.840 -5.767 -1.510 0.1604
H 0.062 -7.274 -1.476 0.1412
H 0.929 -6.353 -2.731 0.1418
C 4.402 -4.070 4.677 -0.0110
C 3.062 -3.420 4.410 -0.3308
C 2.104 -4.279 3.641 -0.1012
O 1.263 -3.306 3.023 0.0488
C 2.023 -2.185 2.867 -0.5426
O 1.694 -1.233 2.216 0.1368
O 3.202 -2.291 3.542 0.0908
H 5.136 -3.324 5.002 0.0439
H 4.314 -4.838 5.449 0.0999
H 4.806 -4.534 3.772 0.0953
H 2.626 -3.063 5.349 0.1617
H 1.526 -4.944 4.284 0.1164
H 2.583 -4.866 2.851 0.1441
C 7.134 1.633 -2.567 -0.0191
C 6.419 1.408 -3.882 -0.3439
C 5.517 2.532 -4.292 -0.1035
O 4.574 1.866 -5.126 0.0601
C 4.509 0.581 -4.683 -0.5418
O 3.683 -0.214 -5.034 0.1241
O 5.501 0.319 -3.786 0.0871
H 7.563 0.699 -2.196 0.0900
H 7.934 2.368 -2.681 0.0904
H 6.445 1.990 -1.797 0.0888
H 7.144 1.161 -4.665 0.1615
H 6.041 3.314 -4.841 0.1429
H 4.973 2.982 -3.454 0.1376
C 4.661 0.002 8.530 -0.0192
C 5.918 -0.701 8.066 -0.3428
C 6.852 0.166 7.278 -0.1044
O 7.555 -0.793 6.492 0.0715
C 6.706 -1.846 6.321 -0.5209
O 6.896 -2.751 5.559 0.1411
O 5.612 -1.731 7.126 0.0833
H 3.914 -0.723 8.865 0.0898
H 4.880 0.688 9.352 0.0913
H 4.202 0.573 7.717 0.0902
H 6.420 -1.171 8.919 0.1621
H 7.537 0.731 7.910 0.1429
H 6.338 0.854 6.598 0.1432
```

## Properties
SMILES: CCOCCOCCOC[C@]1(ON=O)OC(=O)O[C@H]1P(=N)(O)O.C[C@@H]1COC(=O)O1.C[C@@H]1COC(=O)O1.C[C@@H]1COC(=O)O1.C[C@@H]1COC(=O)O1.C[C@@H]1COC(=O)O1.C[C@@H]1COC(=O)O1.C[C@@H]1COC(=O)O1
Kohn-Sham gap: 7.504 eV
Relative energy (zero: lowest compared OMol25 entry of this formula, charge and spin): 0.000 eV
HOMO energy: -8.67 eV
Net charge: 0
E: -116131.4090 eV